Computed, not measured: a 2-piece molecular cluster, C5H11B overall, with ωB97M-V/def2-TZVPD.

Results
E_LUMO (spin up / spin down) in eV: 0.39 / 0.43
HOMO energy (spin up / spin down) in eV: -8.383 / -6.670
HOMO-LUMO gap (spin up / spin down) in eV: 8.77 / 7.10
Total energy in hartree: -221.76316

Each line ends with the Mulliken charge.
Positions of all 17 atoms, in Å:
B (-0.287, 1.203, 1.345)  -0.01
C (1.440, -0.569, -0.998)  -0.55
C (0.677, -1.508, -1.475)  0.13
C (-0.166, 0.697, 2.804)  -0.89
C (-1.176, 2.314, 0.733)  -0.89
C (0.920, -2.293, -2.751)  -0.99
H (2.346, -0.137, -1.373)  0.27
H (-0.225, -1.807, -0.954)  0.27
H (0.785, 0.228, 3.050)  0.28
H (-0.931, -0.066, 2.958)  0.32
H (-0.353, 1.480, 3.543)  0.30
H (-0.746, 3.289, 0.970)  0.32
H (-2.181, 2.306, 1.158)  0.33
H (-1.274, 2.275, -0.350)  0.27
H (0.056, -2.191, -3.410)  0.26
H (1.053, -3.348, -2.522)  0.26
H (1.803, -1.922, -3.267)  0.31


Computed, not measured: C4H8N2O as an isolated structure, with ωB97M-V/def2-TZVPD.

Results
E_LUMO in eV: 0.44
HOMO energy in eV: -7.736
HOMO-LUMO gap in eV: 8.17
Total energy in hartree: -341.73305

Each line ends with the Mulliken charge.
Positions of all 15 atoms, in Å:
C (-0.366, 1.073, -1.758)  -1.26
C (0.011, 0.081, -0.714)  0.13
N (1.181, -0.601, -0.543)  -0.08
C (0.875, -1.081, 0.732)  -0.66
C (-0.110, 0.043, 0.779)  0.74
N (-0.726, 0.796, 1.585)  -0.50
O (-0.475, 0.444, 2.899)  -0.36
H (-0.143, 0.700, -2.762)  0.35
H (0.151, 2.032, -1.623)  0.29
H (-1.441, 1.265, -1.703)  0.27
H (-0.887, -1.484, -0.560)  0.06
H (1.765, -1.028, -1.252)  0.22
H (1.611, -1.419, 1.449)  0.32
H (-0.462, -1.918, 0.076)  0.10
H (-0.984, 1.098, 3.396)  0.37


Computed, not measured: C4H6N2O3S as an isolated structure in a non-equilibrium geometry, with ωB97M-V/def2-TZVPD.

Results
E_LUMO in eV: -0.32
HOMO energy in eV: -8.866
HOMO-LUMO gap in eV: 8.54
Total energy in hartree: -889.23862

Each line ends with the Mulliken charge.
Positions of all 16 atoms, in Å:
C (3.008, 0.602, 0.103)  0.45
C (0.312, 0.112, 0.026)  0.21
C (-1.861, -1.983, -0.837)  -0.68
C (-1.150, -0.008, 0.347)  -0.18
N (2.235, 1.552, 0.313)  -0.75
N (0.921, 1.381, 0.524)  0.65
O (4.115, 0.313, -0.128)  -0.44
O (0.540, 2.597, 1.480)  -0.44
O (-1.475, -1.367, 0.387)  -0.33
S (1.418, -0.876, -0.675)  -0.30
H (-1.348, -1.792, -1.832)  0.28
H (-2.970, -1.817, -1.149)  0.28
H (-1.909, -3.095, -0.739)  0.27
H (-1.711, 0.591, -0.330)  0.29
H (-1.287, 0.437, 1.364)  0.29
H (1.163, 3.352, 1.148)  0.40


Computed, not measured: one molecule with the formula C4H11N3 in a non-equilibrium geometry, with ωB97M-V/def2-TZVPD.

Results
SMILES: N/C=C(\N)CCN
E_LUMO in eV: 1.02
HOMO energy in eV: -6.819
HOMO-LUMO gap in eV: 7.84
Total energy in hartree: -323.19292

Each line ends with the Mulliken charge.
Positions of all 18 atoms, in Å:
C (2.059, 0.312, -0.017)  -0.57
C (0.926, -0.284, 0.855)  -0.49
C (-0.386, -0.345, 0.047)  0.03
C (-1.439, -1.039, 0.627)  -0.08
N (-2.622, -1.317, -0.096)  -0.43
N (-0.673, 0.539, -0.989)  -0.41
N (1.964, 1.805, -0.147)  -0.67
H (2.443, -0.159, -0.923)  0.33
H (2.895, 0.087, 0.678)  0.35
H (1.132, -1.357, 1.028)  0.28
H (0.885, 0.248, 1.814)  0.29
H (-1.370, -1.303, 1.739)  0.27
H (-3.521, -1.382, 0.376)  0.21
H (-2.503, -1.040, -1.066)  0.14
H (-1.238, 0.281, -1.810)  0.14
H (-0.502, 1.523, -0.895)  0.14
H (2.796, 1.962, -0.772)  0.26
H (1.281, 2.071, -0.841)  0.20


Computed, not measured: C42H27F5N2O9TeZr as an isolated structure, with ωB97M-V/def2-TZVPD.

Results
E_LUMO in eV: -0.55
HOMO energy in eV: -7.706
HOMO-LUMO gap in eV: 7.16
Total energy in hartree: -3218.04899

Each line ends with the Mulliken charge.
Positions of all 87 atoms, in Å:
Zr (0.065, 0.394, 0.501)  0.47
O (-0.321, 5.803, -2.817)  -0.55
C (-0.200, 4.647, -2.133)  0.94
C (0.480, 3.542, -2.649)  -0.59
C (0.558, 2.417, -1.859)  -0.10
N (0.002, 2.376, -0.658)  0.90
C (-0.679, 3.405, -0.175)  0.18
C (-0.800, 4.584, -0.875)  -0.89
C (-1.294, 3.107, 1.179)  -0.08
O (-1.861, 3.961, 1.813)  -0.71
O (-1.113, 1.854, 1.519)  -0.51
C (1.229, 1.111, -2.239)  0.35
O (1.564, 0.900, -3.380)  -0.72
O (1.333, 0.320, -1.209)  -0.53
H (0.132, 5.733, -3.667)  0.32
H (0.934, 3.539, -3.632)  0.49
H (-1.346, 5.421, -0.464)  0.60
O (1.628, 1.651, 1.560)  0.66
C (2.824, 0.989, 2.097)  3.57
C (2.629, -0.524, 1.864)  -0.71
O (3.501, -1.298, 2.164)  -0.65
O (1.475, -0.843, 1.338)  -0.26
C (4.034, 1.476, 1.322)  -0.74
C (5.302, 1.170, 1.808)  -0.49
C (6.429, 1.560, 1.105)  -0.91
C (6.301, 2.263, -0.087)  -0.48
C (5.040, 2.574, -0.568)  -1.02
C (3.907, 2.182, 0.134)  -0.02
C (2.894, 1.353, 3.575)  -0.60
C (2.852, 2.708, 3.902)  -0.04
C (2.854, 3.113, 5.227)  -1.06
C (2.919, 2.166, 6.239)  -0.56
C (2.985, 0.820, 5.916)  -0.84
C (2.973, 0.408, 4.590)  -0.48
H (1.171, 2.074, 2.305)  0.37
H (5.404, 0.614, 2.730)  0.47
H (7.410, 1.315, 1.490)  0.41
H (7.184, 2.565, -0.636)  0.40
H (4.931, 3.119, -1.497)  0.44
H (2.926, 2.429, -0.245)  0.33
H (2.838, 3.455, 3.115)  0.43
H (2.812, 4.168, 5.465)  0.43
H (2.919, 2.477, 7.276)  0.41
H (3.035, 0.076, 6.701)  0.47
H (3.021, -0.645, 4.352)  0.53
N (-1.583, 0.214, -1.266)  -0.10
C (-2.548, 0.118, -1.876)  0.26
C (-3.734, -0.015, -2.680)  0.04
C (-3.621, 0.100, -4.063)  -0.39
C (-4.757, -0.056, -4.839)  -0.75
C (-5.979, -0.323, -4.235)  -0.34
C (-6.078, -0.438, -2.854)  -0.76
C (-4.952, -0.287, -2.063)  -0.25
H (-2.658, 0.296, -4.514)  0.54
H (-4.688, 0.025, -5.915)  0.42
H (-6.862, -0.446, -4.847)  0.41
H (-7.033, -0.650, -2.393)  0.42
H (-5.006, -0.382, -0.987)  0.56
C (-2.012, -3.298, -1.403)  -0.39
Te (-0.092, -2.769, -0.676)  0.32
C (0.683, -3.579, -2.483)  -1.23
C (-0.502, -4.147, -3.226)  0.53
C (-0.318, -4.800, -4.447)  -0.69
C (-1.394, -5.308, -5.150)  -0.53
C (-2.680, -5.166, -4.639)  -0.61
C (-2.869, -4.522, -3.432)  -0.62
C (-1.786, -4.009, -2.715)  0.40
H (-2.626, -2.408, -1.541)  -0.10
H (-2.505, -3.927, -0.665)  0.51
H (1.420, -4.340, -2.236)  0.51
H (1.169, -2.792, -3.060)  0.47
H (0.685, -4.907, -4.843)  0.45
H (-1.236, -5.814, -6.094)  0.40
H (-3.528, -5.563, -5.182)  0.40
H (-3.869, -4.414, -3.027)  0.47
F (-2.178, -2.990, 6.225)  -0.31
C (-2.003, -2.460, 5.012)  0.56
C (-2.745, -2.913, 3.935)  0.04
F (-3.644, -3.884, 4.113)  -0.31
C (-2.562, -2.370, 2.676)  -0.07
F (-3.304, -2.841, 1.662)  -0.32
C (-1.633, -1.359, 2.437)  0.49
O (-1.469, -0.859, 1.220)  0.55
C (-0.915, -0.915, 3.546)  -0.20
F (-0.033, 0.095, 3.390)  -0.07
C (-1.082, -1.448, 4.809)  -0.02
F (-0.357, -0.981, 5.829)  -0.28


Computed, not measured: C3H5NO2 as an isolated structure in a non-equilibrium geometry, with ωB97M-V/def2-TZVPD.

Results
E_LUMO in eV: 0.13
HOMO energy in eV: -9.501
HOMO-LUMO gap in eV: 9.63
Total energy in hartree: -322.46751

Each line ends with the Mulliken charge.
Positions of all 11 atoms, in Å:
C (1.401, -0.278, -1.112)  -0.81
C (-0.529, -0.076, -0.772)  0.39
O (-1.641, -0.063, -1.255)  -0.50
C (-0.336, 0.135, 0.707)  0.52
O (0.812, 0.109, 1.092)  -0.58
N (-1.399, 0.333, 1.489)  -0.38
H (1.560, 0.532, -1.808)  0.32
H (2.251, -0.229, -0.380)  0.27
H (1.423, -1.275, -1.525)  0.32
H (-2.323, 0.343, 1.095)  0.22
H (-1.220, 0.469, 2.470)  0.24